(1)
Computed, not measured: C17H32NOPSr as an isolated structure at a distorted geometry, with ωB97M-V/def2-TZVPD.

```
53
Properties=species:S:1:pos:R:3:mulliken_charge:R:1
Sr 1.11755 0.83772 -0.81215 1.952
P -0.67078 1.30695 1.65776 0.829
O 2.29917 -0.88441 0.09286 -1.162
N -0.37587 0.94865 -2.58381 -0.257
C -3.94321 -1.12347 1.08854 -0.692
C -2.40706 -1.22532 -1.24473 -0.115
C -2.12502 0.26150 2.22198 -1.185
C 3.65559 -2.89185 0.34522 -1.676
C -3.65413 -1.84004 -1.20130 -0.796
C 3.26965 -1.52165 0.89532 1.356
C -1.85979 -0.73499 -0.06376 0.989
C 2.75655 -1.78565 2.31153 -1.504
C -4.40540 -1.83030 -0.02323 -0.674
C 0.67901 1.65512 -3.42908 -0.741
C 4.52715 -0.65373 0.98425 -1.569
C -0.38843 -0.39852 -2.59840 0.098
C -1.69695 1.63820 -2.56194 -1.097
C -1.59627 2.78552 1.11655 -1.392
C -1.63649 -1.18568 -2.56256 -1.887
C 0.04361 1.84124 3.24282 -1.311
C -2.68761 -0.51166 1.05204 -0.222
H -1.41005 -2.22701 -2.85779 0.446
H 4.93579 -0.43907 -0.00955 0.323
H 2.65913 3.13924 -1.04400 0.016
H 4.51308 -3.32121 0.88336 0.375
H 3.54257 -2.22005 2.94476 0.405
H 0.83194 2.58333 3.04649 0.371
H 0.14685 2.41113 -4.02403 0.342
H 2.82578 -3.59429 0.46672 0.393
H 1.93005 -2.50065 2.29174 0.386
H -2.83814 0.92625 2.74097 0.500
H -4.52105 -1.09255 2.01039 0.445
H 0.49476 0.97228 3.74556 0.322
H -2.00928 1.83111 -1.52669 0.108
H -4.00523 -2.34315 -2.10482 0.437
H -2.13345 3.17436 1.99130 0.416
H -1.58451 2.60058 -3.06770 0.344
H 5.32770 -1.13885 1.56213 0.382
H -2.30697 -0.84258 -3.37043 0.346
H 0.57765 -0.89436 -2.77633 0.325
H 1.21433 0.93244 -4.08317 0.181
H -0.73990 2.27779 3.87798 0.417
H -2.49078 1.07009 -3.06295 0.321
H 4.31190 0.30100 1.47842 0.297
H 3.12636 2.69245 -0.47804 0.005
H 2.40030 -0.87897 2.80622 0.204
H 3.92686 -2.85137 -0.71114 0.364
H 1.40427 2.21044 -2.78195 0.380
H -1.71259 -0.41693 2.99054 0.431
H -5.34730 -2.37407 0.01473 0.360
H -0.75335 -0.77451 0.05378 0.734
H -0.90048 3.55173 0.74289 0.343
H -2.31751 2.54776 0.32272 0.336
```

Summary:
- LUMO energy: -0.02 eV
- HOMO-LUMO gap: 4.483 eV
- 2S+1: 1
- Highest occupied orbital energy: -4.51 eV

***

(2)
Computed, not measured: C22H37NO3Pt as an isolated structure at a distorted geometry, with ωB97M-V/def2-TZVPD.

```
64
Properties=species:S:1:pos:R:3:mulliken_charge:R:1
Pt 2.40323 0.37035 2.82970 1.054
O 1.70838 -2.19765 -0.87974 -0.402
O 3.83489 0.17444 0.14802 -0.578
O 2.02712 1.54296 -4.50433 -0.492
N 0.75795 -1.41028 -3.71961 -0.235
C -0.15119 -4.10848 1.44469 -1.059
C 1.55863 3.91266 3.67454 -1.093
C 1.47098 2.27571 -2.01339 0.251
C 0.68989 3.70158 -2.26755 -0.642
C -1.65741 -2.09116 -3.32574 -0.516
C 1.78833 2.78153 0.71687 -0.452
C 1.97056 1.87306 -0.63750 0.683
C -3.22649 -2.85057 0.86308 0.428
C 1.44625 -0.40746 -2.80410 -0.039
C 1.63099 2.28382 3.43424 0.309
C 1.70584 1.18213 -3.25789 0.113
C 1.68064 5.02507 -2.09375 -0.866
C -1.82011 -2.01651 0.77319 -0.579
C 0.81654 1.49581 4.65604 -1.087
C 1.07354 1.87401 1.92607 0.293
C -4.42006 -1.81672 0.31411 -1.127
C -0.66252 -0.97812 -4.05388 -0.101
C -0.51914 -2.95190 0.29375 0.603
C 1.92710 -0.81552 -1.42281 0.288
C 2.71213 0.37602 -0.54905 -0.029
C 0.78291 -1.93416 0.27216 -0.402
C -3.30350 -4.19637 -0.06929 -1.076
H -4.00966 -0.97492 -0.38760 0.280
H -0.84358 0.12016 -3.69470 0.137
H -1.59254 -1.45227 1.80038 -0.048
H 2.76672 3.27985 1.11910 0.306
H 1.26616 0.72545 1.81078 -0.815
H -5.15084 -2.47713 -0.36083 0.318
H -1.03188 -3.05189 -3.02696 0.189
H 2.65315 4.32804 3.50333 0.299
H -3.00416 -4.01750 -1.18649 0.147
H -2.53653 -2.33111 -4.08198 0.392
H -0.79186 -1.14193 -5.21379 0.337
H -0.10956 2.01462 1.90695 0.295
H 0.15214 2.26695 5.26289 0.389
H 0.82940 4.39402 2.89022 0.305
H 2.74187 1.85135 3.48385 0.338
H -0.65996 -3.41424 -0.77283 0.135
H -3.47943 -3.02799 2.00383 0.353
H 0.09909 0.64624 4.25096 0.313
H -2.06692 -1.64668 -2.30100 -0.092
H -4.44944 -4.53129 -0.06982 0.426
H 1.00928 -4.31433 1.32094 0.353
H 0.32477 -0.83639 0.21530 0.034
H 1.56140 1.01519 5.42290 0.352
H -2.71763 -5.11608 0.38897 0.231
H -1.86418 -1.14186 -0.03834 0.181
H -4.99063 -1.28071 1.19345 0.302
H -0.14170 3.78978 -1.41763 0.308
H 1.31438 -1.51675 -4.62032 0.381
H 1.41257 -1.96538 1.25997 0.124
H 2.03113 5.18776 -0.98007 0.233
H 1.05925 5.95876 -2.44784 0.345
H -0.72763 -5.11371 1.28273 0.316
H -0.30743 -3.64596 2.53466 0.231
H 1.22364 4.10691 4.78116 0.391
H 2.63046 4.80724 -2.74579 0.323
H 0.16990 3.75415 -3.34089 0.356
H 1.00478 3.65739 0.50665 0.287
```

Summary:
- Total charge: +2
- LUMO energy: -11.73 eV
- HOMO-LUMO gap: 2.911 eV
- 2S+1: 1
- Highest occupied orbital energy: -14.64 eV

***

(3)
Computed, not measured: a 2-piece molecular cluster, C6H14N3 overall at a distorted geometry, with ωB97M-V/def2-TZVPD.

```
23
Properties=species:S:1:pos:R:3:mulliken_charge:R:1
N -3.12501 1.25164 0.65830 -0.288
N -0.16404 0.02111 -0.86394 -0.540
N 2.86486 -0.15328 -0.61327 -0.275
C -2.41844 0.49257 -0.04991 0.416
C 0.70753 -0.61209 0.17268 0.431
C 1.78627 -1.03342 -0.85712 -0.974
C 2.78519 0.34127 0.84087 -0.622
C 1.28370 0.42083 1.11547 -0.633
C -2.93407 -0.61256 -0.73598 -0.888
H 1.01928 0.25309 2.15328 0.363
H -2.71700 1.97131 1.32180 0.297
H -0.02040 0.96566 -1.05167 0.244
H -4.04093 -0.76560 -0.46895 0.302
H 0.81043 1.51797 0.82772 0.184
H -2.63804 -0.59271 -1.77902 0.318
H 3.31580 1.32096 0.87821 0.349
H 1.97218 -2.11867 -0.51228 0.246
H 0.12752 -1.24384 0.71630 0.547
H 3.11725 0.42249 -1.37156 0.288
H -2.30135 -1.54522 -0.56723 0.262
H -4.12050 1.04546 0.61955 0.245
H 3.31590 -0.33428 1.43958 0.280
H 1.37383 -1.01270 -1.87282 0.447
```

Summary:
- Total charge: +1
- LUMO energy (spin up / spin down): -4.63 / -5.54 eV
- ΔE to the lowest compared entry with this formula, charge and spin: 594.3 kJ/mol
- HOMO-LUMO gap (spin up / spin down): 7.379 / 6.304 eV
- 2S+1: 1
- Highest occupied orbital energy (spin up / spin down): -12.01 / -11.84 eV

***

(4)
Computed, not measured: one molecule with the formula CHNO4 at a distorted geometry, with ωB97M-V/def2-TZVPD.

```
7
Properties=species:S:1:pos:R:3:mulliken_charge:R:1
O 0.83249 0.32363 0.22102 -0.151
O 1.84669 -0.65350 0.30445 -0.298
O -0.83093 -1.23320 -0.20352 -0.395
O -2.58429 0.71436 0.05191 -0.182
N -1.59560 1.12950 -0.48812 0.118
C -0.34634 -0.16090 -0.10986 0.559
H 2.67797 -0.11988 0.22411 0.348
```

Summary:
- SMILES string: O=NC(=O)OO
- LUMO energy (spin up / spin down): -0.79 / -0.79 eV
- ΔE to the lowest compared entry with this formula, charge and spin: 399.0 kJ/mol
- HOMO-LUMO gap (spin up / spin down): 8.548 / 8.547 eV
- 2S+1: 1
- Highest occupied orbital energy (spin up / spin down): -9.34 / -9.34 eV

***

(5)
Computed, not measured: a 2-piece molecular cluster, C10H20BrINO3P overall at a distorted geometry, with ωB97M-V/def2-TZVPD.

```
37
Properties=species:S:1:pos:R:3:mulliken_charge:R:1
I 3.73720 1.68545 1.32425 -0.010
Br -0.48744 -2.61184 1.03406 -0.071
P 1.42009 2.30415 1.55389 -0.004
O 1.37475 3.87297 1.13725 -0.450
O 2.15846 -1.25751 -0.16519 -0.454
O 4.22647 -1.39252 -0.98912 -0.643
N 0.32262 0.23624 0.22857 0.127
C 3.35227 -1.72627 -0.20324 0.288
C -0.39810 -0.45346 -0.88346 0.103
C -3.08242 -0.71804 1.17402 -1.262
C 3.66515 -2.79685 0.85093 -0.817
C -2.74624 -1.40666 -0.15990 -0.520
C -1.64178 1.74392 -1.03275 -0.392
C -0.44819 2.51345 -0.48656 -1.029
C 0.71487 1.64303 -0.05353 -0.210
C -1.28783 -1.66047 -0.44389 -0.696
C -1.16133 0.51174 -1.76692 -1.232
H -2.15777 2.37321 -1.74088 0.445
H -0.53432 0.82882 -2.59048 0.469
H 0.39906 -0.87595 -1.47136 0.196
H -1.21584 -2.33713 -1.27900 0.583
H 3.51604 -2.38563 1.85199 0.221
H 1.12995 4.35513 1.93445 0.341
H 1.24469 -0.34989 0.34945 0.332
H -1.97835 -0.02861 -2.22221 0.468
H -2.31451 1.43768 -0.24049 0.030
H 2.98713 -3.64377 0.73091 0.235
H -3.72045 0.13772 1.01823 0.367
H -0.17784 0.20426 1.11631 0.481
H -3.22874 -2.37286 -0.16181 0.546
H -3.20879 -0.85058 -0.96433 0.291
H -0.78536 3.14748 0.32275 0.408
H 1.50066 1.61954 -0.79474 0.560
H -2.19430 -0.37438 1.68672 0.309
H -3.57748 -1.39996 1.84283 0.337
H 4.69036 -3.14473 0.75675 0.301
H -0.09269 3.17232 -1.26350 0.353
```

Summary:
- LUMO energy: 0.10 eV
- HOMO-LUMO gap: 8.229 eV
- 2S+1: 1
- Highest occupied orbital energy: -8.13 eV

***

(6)
Computed, not measured: an isolated ion of composition C6H10NO4 and charge -1 at a distorted geometry, with ωB97M-V/def2-TZVPD.

```
21
Properties=species:S:1:pos:R:3:mulliken_charge:R:1
O -1.65392 2.46684 -0.00788 -0.819
O 1.46352 -1.18150 -0.65566 -0.468
O -3.44877 -1.16673 0.33955 -0.600
O -1.27992 -1.48328 -0.97264 -0.723
N -0.47654 1.83881 0.05391 -0.062
C 2.24987 1.13405 -0.58888 -1.473
C -2.55376 -0.08349 0.41356 -0.505
C 1.57769 -1.77648 0.61258 -0.665
C -0.21275 0.55391 -0.33758 0.214
C 1.08921 0.17088 -0.63352 0.390
C -1.29152 -0.41624 -0.36118 0.694
H 3.14090 0.61959 -0.94591 0.380
H -2.98738 -1.78583 -0.26534 0.407
H 0.30374 2.47553 -0.10546 0.193
H -2.30764 0.13685 1.45866 0.281
H 2.06758 1.99493 -1.23576 0.467
H -2.97224 0.83498 -0.02296 0.282
H 1.86280 -2.81712 0.44994 0.227
H 2.34698 -1.28203 1.22525 0.288
H 0.62687 -1.74630 1.15801 0.234
H 2.45527 1.51264 0.42132 0.259
```

Summary:
- Total charge: -1
- SMILES string: CO/C(C)=C(/N[O-])C(=O)CO
- LUMO energy: 3.57 eV
- ΔE to the lowest compared entry with this formula, charge and spin: 481.2 kJ/mol
- HOMO-LUMO gap: 5.453 eV
- 2S+1: 1
- Highest occupied orbital energy: -1.88 eV